1.
{
  "formula": "C37H74N2O13P",
  "method": "ωB97M-V/def2-TZVPD",
  "total_energy_ev": -78444.789,
  "max_force_ev_per_a": 1.73,
  "e_lumo_ev": -4.210,
  "charge": 1,
  "species": ["C", "C", "C", "O", "C", "C", "C", "N", "C", "C", "C", "C", "C", "C", "C", "C", "C", "C", "C", "P", "N", "O", "O", "H", "H", "H", "H", "H", "H", "H", "H", "H", "H", "H", "H", "H", "H", "H", "H", "H", "H", "H", "H", "H", "H", "H", "H", "C", "O", "C", "C", "O", "C", "H", "H", "H", "H", "H", "H", "H", "H", "H", "H", "C", "O", "C", "C", "O", "C", "H", "H", "H", "H", "H", "H", "H", "H", "H", "H", "C", "O", "C", "C", "O", "C", "H", "H", "H", "H", "H", "H", "H", "H", "H", "H", "C", "O", "C", "C", "O", "C", "H", "H", "H", "H", "H", "H", "H", "H", "H", "H", "C", "O", "C", "C", "O", "C", "H", "H", "H", "H", "H", "H", "H", "H", "H", "H"],
  "xyz": [[8.442, 0.828, -3.545], [7.218, 0.080, -4.074], [6.094, 1.084, -4.308], [4.780, 0.529, -4.277], [4.457, -0.305, -5.357], [3.436, -1.298, -4.849], [2.376, -0.727, -4.155], [1.413, -1.474, -3.599], [0.353, -0.784, -2.839], [-0.610, -0.023, -3.736], [-0.104, 1.343, -4.153], [-0.372, 1.802, -5.440], [0.034, 3.066, -5.848], [0.725, 3.891, -4.970], [0.997, 3.448, -3.681], [0.590, 2.184, -3.281], [1.446, -2.805, -3.728], [2.457, -3.430, -4.428], [3.483, -2.683, -4.992], [4.821, -3.562, -5.898], [4.831, -5.102, -5.784], [6.169, -2.910, -5.386], [4.685, -3.059, -7.404], [8.568, 1.758, -4.090], [8.288, 1.066, -2.497], [9.335, 0.229, -3.665], [7.475, -0.365, -5.034], [6.884, -0.707, -3.407], [6.114, 1.794, -3.485], [6.269, 1.658, -5.218], [5.319, -0.788, -5.810], [3.961, 0.269, -6.150], [2.318, 0.343, -4.033], [0.850, -0.126, -2.138], [-0.185, -1.527, -2.262], [-1.527, 0.099, -3.164], [-0.823, -0.604, -4.628], [-0.919, 1.169, -6.124], [-0.201, 3.389, -6.849], [1.042, 4.868, -5.296], [1.521, 4.096, -2.998], [0.798, 1.841, -2.276], [0.657, -3.368, -3.260], [2.435, -4.500, -4.511], [4.084, -5.479, -5.220], [6.624, -3.556, -4.830], [4.374, -2.145, -7.459], [-4.064, 0.849, -1.303], [-3.693, -0.485, -0.987], [-2.540, -0.564, -0.167], [-2.881, -0.813, 1.284], [-3.558, 0.293, 1.856], [-4.958, 0.097, 1.977], [-5.045, 0.825, -1.773], [-4.111, 1.481, -0.415], [-3.345, 1.278, -2.013], [-1.939, 0.350, -0.259], [-1.939, -1.407, -0.533], [-1.951, -0.949, 1.847], [-3.471, -1.727, 1.389], [-5.177, -0.626, 2.771], [-5.397, -0.253, 1.040], [-5.403, 1.055, 2.239], [-2.930, 5.390, -1.053], [-2.700, 4.066, -0.597], [-1.415, 3.573, -0.930], [-0.478, 3.610, 0.258], [-0.186, 4.938, 0.652], [-0.916, 5.364, 1.791], [-3.848, 5.743, -0.588], [-2.113, 6.059, -0.775], [-3.059, 5.405, -2.141], [-0.994, 4.132, -1.771], [-1.540, 2.530, -1.247], [0.473, 3.138, -0.021], [-0.904, 3.042, 1.091], [-0.543, 4.870, 2.694], [-1.984, 5.159, 1.684], [-0.771, 6.437, 1.893], [-4.759, -4.687, 2.998], [-3.578, -3.923, 3.175], [-3.313, -3.600, 4.536], [-2.244, -4.486, 5.131], [-2.673, -5.834, 5.235], [-2.159, -6.672, 4.219], [-4.776, -5.035, 1.966], [-4.783, -5.552, 3.664], [-5.647, -4.070, 3.174], [-4.228, -3.658, 5.130], [-2.966, -2.563, 4.559], [-2.022, -4.134, 6.143], [-1.324, -4.419, 4.540], [-1.091, -6.859, 4.374], [-2.309, -6.240, 3.226], [-2.691, -7.621, 4.272], [-5.014, -1.403, 7.362], [-3.859, -0.987, 6.653], [-4.052, 0.218, 5.925], [-3.446, 1.407, 6.636], [-4.115, 1.688, 7.853], [-3.422, 1.226, 8.999], [-4.718, -2.209, 8.031], [-5.438, -0.589, 7.953], [-5.775, -1.782, 6.670], [-5.117, 0.389, 5.741], [-3.557, 0.098, 4.954], [-3.548, 2.289, 5.996], [-2.380, 1.238, 6.812], [-2.536, 1.841, 9.188], [-3.121, 0.181, 8.894], [-4.096, 1.314, 9.849], [3.134, 1.059, -0.789], [2.077, 1.341, 0.103], [1.656, 0.212, 0.860], [2.225, 0.228, 2.260], [3.634, 0.076, 2.247], [4.336, 1.292, 2.451], [3.508, 2.005, -1.179], [3.956, 0.527, -0.306], [2.776, 0.458, -1.638], [1.941, -0.717, 0.352], [0.563, 0.248, 0.919], [1.808, -0.615, 2.819], [1.938, 1.150, 2.774], [4.246, 1.619, 3.491], [3.973, 2.085, 1.792], [5.386, 1.106, 2.233]]
}


2.
{
  "formula": "C37H77IrN2O2Si6",
  "method": "ωB97M-V/def2-TZVPD",
  "total_energy_ev": -96805.899,
  "max_force_ev_per_a": 0.81,
  "e_lumo_ev": 0.334,
  "species": ["Ir", "N", "C", "C", "C", "C", "N", "H", "H", "H", "H", "H", "H", "H", "H", "H", "H", "H", "H", "C", "O", "Si", "C", "C", "C", "Si", "C", "C", "C", "Si", "C", "C", "C", "H", "H", "H", "H", "H", "H", "H", "H", "H", "H", "H", "H", "H", "H", "H", "H", "H", "H", "H", "H", "H", "H", "H", "H", "H", "H", "H", "C", "Si", "C", "C", "C", "Si", "C", "C", "C", "H", "H", "H", "H", "H", "H", "H", "H", "H", "H", "H", "H", "H", "H", "H", "H", "H", "H", "H", "C", "C", "C", "C", "Si", "O", "C", "C", "C", "C", "C", "C", "C", "C", "C", "C", "C", "C", "H", "H", "H", "H", "H", "H", "H", "H", "H", "H", "H", "H", "H", "H", "H", "H", "H", "H", "H"],
  "xyz": [[-0.605, -0.548, 0.133], [-0.265, 0.009, 2.081], [-0.334, 1.445, 2.467], [-1.713, 1.859, 2.956], [-2.811, 1.512, 1.947], [-2.475, 2.021, 0.548], [-2.012, 0.925, -0.337], [-0.755, -0.554, 2.772], [0.712, -0.268, 2.148], [-0.026, 1.993, 1.578], [0.404, 1.629, 3.251], [-1.679, 2.936, 3.141], [-1.936, 1.387, 3.917], [-3.781, 1.872, 2.295], [-2.892, 0.429, 1.875], [-1.665, 2.741, 0.576], [-3.328, 2.520, 0.085], [-1.430, 1.347, -1.069], [-2.818, 0.457, -0.735], [-0.781, -0.436, -3.168], [-0.331, -0.953, -1.916], [0.673, -2.328, -1.798], [2.017, -2.162, -3.081], [-0.435, -3.713, -2.415], [1.076, -2.261, -0.031], [2.729, -1.466, 0.404], [3.132, 0.107, -0.490], [4.260, -2.519, 0.053], [2.859, -1.069, 2.264], [1.215, -4.037, 0.604], [2.281, -5.051, -0.584], [-0.374, -5.037, 0.699], [2.130, -4.296, 2.234], [0.083, -0.116, -3.750], [-1.421, 0.425, -2.997], [-1.340, -1.190, -3.722], [1.594, -2.210, -4.089], [2.722, -2.993, -2.986], [2.580, -1.232, -2.998], [-0.533, -3.631, -3.502], [-1.439, -3.665, -1.985], [-0.042, -4.706, -2.202], [3.566, -0.082, -1.473], [3.881, 0.654, 0.091], [2.261, 0.752, -0.604], [4.303, -2.849, -0.988], [4.363, -3.395, 0.692], [5.133, -1.881, 0.227], [2.896, 0.014, 2.433], [3.801, -1.474, 2.641], [2.075, -1.500, 2.893], [1.878, -5.115, -1.596], [2.348, -6.074, -0.200], [3.295, -4.664, -0.663], [-1.014, -4.905, -0.175], [-0.963, -4.805, 1.582], [-0.108, -6.097, 0.754], [3.182, -4.024, 2.140], [2.094, -5.367, 2.457], [1.733, -3.767, 3.100], [-3.623, -1.569, -2.126], [-3.743, -2.000, -0.306], [-4.460, -3.737, -0.337], [-5.072, -0.865, 0.393], [-2.131, -1.951, 0.674], [-2.430, -2.338, 2.514], [-3.449, -3.895, 2.790], [-3.380, -1.073, 3.549], [-0.804, -2.597, 3.429], [-4.594, -1.765, -2.588], [-2.888, -2.208, -2.621], [-3.368, -0.530, -2.347], [-5.091, -3.840, -1.224], [-5.079, -3.953, 0.532], [-3.686, -4.507, -0.389], [-6.011, -1.066, -0.132], [-4.859, 0.203, 0.279], [-5.249, -1.051, 1.454], [-1.603, -2.852, 0.331], [-4.513, -3.714, 2.633], [-3.322, -4.189, 3.836], [-3.158, -4.738, 2.163], [-4.150, -0.524, 3.010], [-2.731, -0.340, 4.034], [-3.879, -1.631, 4.347], [-0.674, -3.648, 3.690], [-0.764, -2.031, 4.366], [0.048, -2.315, 2.810], [1.909, 2.090, -3.636], [1.189, 3.298, -3.015], [1.870, 4.606, -3.429], [-0.239, 3.338, -3.575], [1.099, 3.097, -1.118], [0.421, 1.724, -0.610], [0.188, 4.657, -0.491], [-1.184, 4.844, -0.715], [-1.865, 5.966, -0.264], [-1.184, 6.952, 0.437], [0.177, 6.809, 0.659], [0.847, 5.680, 0.201], [2.817, 3.241, -0.312], [4.049, 3.372, -0.952], [5.247, 3.372, -0.244], [5.244, 3.237, 1.135], [4.032, 3.116, 1.804], [2.847, 3.120, 1.085], [1.704, 2.031, -4.713], [1.583, 1.154, -3.179], [2.992, 2.147, -3.516], [1.900, 4.689, -4.523], [2.896, 4.681, -3.065], [1.323, 5.471, -3.046], [-0.215, 3.327, -4.672], [-0.763, 4.247, -3.273], [-0.831, 2.482, -3.248], [-1.743, 4.097, -1.270], [-2.925, 6.073, -0.461], [-1.708, 7.829, 0.797], [0.723, 7.579, 1.191], [1.912, 5.602, 0.381], [4.097, 3.460, -2.030], [6.186, 3.467, -0.776], [6.176, 3.234, 1.687], [4.015, 3.018, 2.883], [1.912, 3.022, 1.628]]
}